This record from the Open Molecules 2025 dataset describes an isolated molecule of C5H7NOS. The level of theory is ωB97M-V/def2-TZVPD.

ORCA input file:
```
! RIJCOSX wB97M-V def2-TZVPD def2/J DEFGRID3
* xyz 0 1
H 1.198 -1.517 -2.505
S -1.646 1.148 1.533
C 0.669 0.009 0.516
H -2.088 1.015 -0.920
C -0.388 -0.030 -0.545
H 0.639 -1.427 2.239
H -0.687 2.042 -0.404
H 0.968 0.990 0.672
C -1.212 1.150 -0.258
H -0.927 -1.050 -0.664
H 1.694 0.254 -1.473
N -0.768 -0.072 2.338
O 1.232 -1.632 -1.410
C 1.066 -0.315 -0.912
C 0.250 -0.565 1.793
*
```

Its structure (SMILES) is O[C@@H]1[C@@H]2C=NSC[C@@H]12. The energy above the lowest of the compared OMol25 structures with the same formula, charge and spin is 416.1 kJ/mol. For the LUMO energy, the calculation gives 0.4859 eV.